Computed, not measured: a 4-piece molecular cluster, C23H30B2N3O7P overall, with wB97M-V/def2-TZVPD.

```
66
Properties=species:S:1:pos:R:3:lowdin_charge:R:1
C -4.68 2.65 6.14 -0.102
C -4.89 1.41 5.25 -0.184
B -4.91 1.74 3.71 -0.458
O -5.69 2.82 3.36 0.102
B -4.12 0.78 2.50 -0.134
P -2.47 -0.19 2.80 0.885
C -1.59 0.91 3.99 -0.311
C -3.09 -1.62 3.83 -0.446
C -1.98 -2.16 4.73 -0.167
H -5.57 2.88 6.72 0.070
H -4.45 3.55 5.56 0.065
H -3.87 2.49 6.86 0.068
H -5.86 0.97 5.49 0.110
H -4.16 0.63 5.49 0.064
H -5.32 3.40 2.68 0.102
H -4.58 0.66 1.39 0.007
H -0.60 0.50 4.21 0.029
H -2.11 1.13 4.92 0.029
H -1.44 1.86 3.47 0.038
H -3.42 -2.38 3.13 0.071
H -3.97 -1.35 4.43 0.063
H -2.34 -3.04 5.27 0.070
H -1.67 -1.42 5.47 0.060
H -1.11 -2.45 4.14 0.070
C -2.12 0.98 -3.07 -0.065
C -0.90 0.60 -3.62 -0.057
C 0.10 0.08 -2.82 0.004
C -0.15 -0.06 -1.46 -0.140
C -1.35 0.32 -0.88 -0.006
C -2.34 0.84 -1.70 -0.063
N 0.90 -0.62 -0.60 -0.333
O 1.96 -0.92 -1.12 0.062
O 0.66 -0.75 0.58 0.063
H -2.89 1.38 -3.70 0.108
H -0.72 0.71 -4.68 0.081
H 1.05 -0.22 -3.22 0.118
H -1.52 0.20 0.18 0.051
H -3.29 1.14 -1.27 0.102
C 3.88 -0.41 1.33 -0.063
C 3.59 0.33 2.47 -0.056
C 4.60 0.97 3.17 -0.005
C 5.89 0.86 2.70 -0.153
C 6.21 0.13 1.57 -0.006
C 5.19 -0.51 0.89 -0.056
N 6.98 1.55 3.43 -0.355
O 6.68 2.17 4.43 0.071
O 8.10 1.45 2.99 0.072
H 3.08 -0.90 0.80 0.065
H 2.56 0.41 2.82 0.103
H 4.40 1.55 4.06 0.117
H 7.24 0.06 1.24 0.117
H 5.41 -1.08 0.00 0.109
C 1.49 -3.52 -8.43 -0.069
C 0.32 -2.97 -7.91 -0.064
C 0.31 -1.65 -7.49 -0.004
C 1.47 -0.91 -7.60 -0.146
C 2.65 -1.44 -8.11 -0.002
C 2.64 -2.76 -8.53 -0.063
N 1.47 0.50 -7.17 -0.343
O 0.43 0.94 -6.70 0.053
O 2.49 1.14 -7.29 0.090
H 1.49 -4.55 -8.76 0.108
H -0.58 -3.56 -7.84 0.109
H -0.58 -1.19 -7.09 0.117
H 3.53 -0.83 -8.18 0.120
H 3.55 -3.20 -8.93 0.109
```

Calculated values
ΔE to the lowest compared entry with this formula, charge and spin = 0.0 kcal per mole
Total energy = -1976.13523 a.u.
Kohn-Sham gap = 7.1 eV
LUMO level = -0.994 eV